{
  "formula": "C4H6MgO5Sn",
  "method": "ωB97M-V/def2-TZVPD",
  "symbols": ["C", "O", "O", "Sn", "O", "O", "C", "C", "O", "C", "Mg", "H", "H", "H", "H", "H", "H"],
  "positions_angstrom": [[3.33754, -1.15017, -0.28323], [3.04990, -0.18432, 0.43620], [2.99921, -1.32453, -1.41779], [1.79508, 1.01638, -0.66616], [5.34135, 1.77750, 3.57115], [5.99330, -0.25541, 1.01748], [5.95587, -1.48179, 1.48278], [6.26415, -1.34839, 2.97894], [5.28597, -0.50083, 3.55495], [5.71413, 0.70194, 4.29741], [4.68379, 0.90739, 1.98619], [4.76791, -1.79132, 0.25287], [5.54074, -2.51070, 1.45548], [7.27267, -0.92222, 3.11416], [6.20592, -2.34585, 3.44188], [5.18292, 0.63076, 5.26425], [6.80470, 0.60768, 4.46397]],
  "s2": 0.7533,
  "fmax_ev_per_a": 7.02,
  "energy_ev": -25747.7383,
  "charge": 1,
  "multiplicity": 2,
  "homo_ev": [-10.992, -13.084],
  "homo_lumo_gap_ha": [0.1894, 0.2657]
}